The following is a quantum chemistry calculation of a structure of composition C20H46DyO4P4 at a distorted geometry, from the Open Molecules 2025 dataset.

Last column: Löwdin spin population.
Atoms and positions in Å:
Dy -0.543 0.406 0.068  5.77
P 1.960 1.068 1.623  0.02
P -1.045 2.723 -1.475  0.04
P 1.862 -0.112 -1.462  0.00
H -1.373 -3.968 0.440  0.00
C -0.504 -4.602 0.186  0.00
C 0.650 -4.394 0.864  0.00
H 0.604 -3.602 1.644  0.00
C 1.407 1.142 3.369  0.00
C 2.791 2.703 1.494  0.00
C 3.433 -0.014 1.839  0.00
C -2.353 2.341 -2.616  0.00
C -1.600 3.957 -0.338  0.02
C 0.450 3.308 -2.287  0.01
C 2.632 -1.766 -1.300  0.00
C 3.326 0.970 -1.728  0.00
C 1.421 -0.283 -3.239  0.00
H -0.618 -5.218 -0.702  0.00
H 1.628 -4.820 0.635  0.00
H 0.861 0.223 3.630  0.00
H 0.758 2.014 3.524  0.00
H 2.270 1.231 4.047  0.00
H 2.055 3.493 1.687  0.00
H 3.213 2.844 0.491  0.00
H 3.603 2.818 2.225  0.00
H 3.125 -1.068 1.818  0.00
H 3.923 0.181 2.806  0.00
H 4.192 0.137 1.058  0.00
H -2.604 3.338 -3.028  0.00
H -3.190 1.854 -2.071  0.00
H -2.009 1.622 -3.379  0.00
H -1.925 4.762 -1.014  0.00
H -0.804 4.338 0.309  0.00
H -2.446 3.655 0.292  0.00
H 0.086 4.224 -2.737  0.00
H 0.798 2.596 -3.042  0.00
H 1.259 3.472 -1.560  0.00
H 3.160 -1.976 -2.244  0.00
H 1.856 -2.531 -1.137  0.00
H 3.353 -1.799 -0.470  0.00
H 3.849 0.594 -2.624  0.00
H 4.029 0.970 -0.884  0.00
H 3.014 2.007 -1.922  0.00
H 2.301 -0.710 -3.740  0.00
H 1.166 0.676 -3.711  0.00
H 0.592 -0.984 -3.398  0.00
C -1.929 -1.360 -2.389  -0.16
C -2.982 -0.763 -3.138  -0.10
C -3.199 -1.176 -4.450  -0.04
C -2.491 -2.298 -4.940  -0.26
C -1.448 -2.881 -4.210  -0.01
C -1.286 -2.512 -2.895  -0.14
O -1.573 -1.080 -1.130  -0.22
H -0.200 1.478 -1.528  0.05
H -3.615 0.000 -2.666  0.00
H -3.985 -0.669 -5.066  0.00
H -2.758 -2.696 -5.924  -0.01
H -0.809 -3.676 -4.631  0.00
H -0.595 -2.973 -2.200  0.00
C -0.047 -2.347 4.858  0.00
O -0.292 -1.611 3.621  0.00
P -1.820 -1.616 2.961  0.00
O -2.681 -0.952 4.155  0.00
C -2.155 -0.032 5.156  0.00
O -1.699 -0.019 1.844  0.00
C -2.151 1.311 2.159  0.02
H 0.755 -3.066 4.646  0.00
H -0.949 -2.890 5.194  0.00
H 0.275 -1.650 5.648  0.00
H -1.951 -0.575 6.089  0.00
H -1.247 0.491 4.815  0.00
H -2.956 0.697 5.317  0.00
H -2.827 1.700 1.370  0.01
H -2.706 1.330 3.106  0.00
H -1.294 2.013 2.283  0.00

## Properties
charge = +3
Kohn-Sham gap (spin up / spin down) = 5.3 / 7.3 eV
molar mass = 637.0 g mol⁻¹
expectation value of S² = 9.824
spin multiplicity = 6


The following is a quantum chemistry calculation of a cluster of 5 separate species, C20H46F3NO10 in total at a distorted geometry, from the Open Molecules 2025 dataset.

Last column: Löwdin charge in e.
Atoms and positions in Å:
O -4.191 -2.071 -3.230  0.17
C -4.136 -2.055 -2.062  -0.60
O -4.420 -3.178 -1.335  0.09
N -3.830 -0.923 -1.262  0.06
C -2.719 -0.132 -1.840  -0.18
C -1.469 -0.928 -2.114  -0.05
C -0.701 -1.336 -0.877  -0.73
F 0.593 -1.141 -1.076  0.14
F -0.821 -2.611 -0.631  0.17
F -1.003 -0.656 0.179  0.18
H -3.594 -3.660 -1.189  0.12
H -4.650 -0.327 -1.329  0.14
H -2.562 0.715 -1.190  0.12
H -3.043 0.288 -2.790  0.12
H -1.646 -1.818 -2.706  0.13
H -0.797 -0.313 -2.694  0.12
C 2.808 4.004 -4.445  -0.11
O 1.646 4.758 -4.750  -0.19
C 0.719 4.052 -5.560  -0.20
C -0.417 3.472 -4.743  -0.20
O 0.037 2.470 -3.843  -0.21
C 0.188 2.940 -2.514  -0.11
H 3.321 4.500 -3.623  0.09
H 2.563 2.983 -4.142  0.08
H 3.477 3.973 -5.312  0.09
H 1.225 3.265 -6.128  0.12
H 0.305 4.769 -6.275  0.13
H -1.129 2.994 -5.424  0.12
H -0.948 4.262 -4.203  0.13
H -0.797 3.026 -2.039  0.09
H 0.695 3.906 -2.473  0.09
H 0.782 2.209 -1.965  0.09
C -1.763 1.848 3.897  -0.11
O -2.813 1.005 3.455  -0.19
C -2.371 -0.297 3.095  -0.21
C -2.627 -1.303 4.197  -0.20
O -1.857 -1.023 5.358  -0.20
C -2.594 -0.359 6.371  -0.11
H -2.212 2.705 4.397  0.09
H -1.101 1.338 4.600  0.08
H -1.179 2.205 3.042  0.09
H -1.312 -0.283 2.824  0.12
H -2.939 -0.596 2.209  0.12
H -2.326 -2.294 3.844  0.13
H -3.693 -1.342 4.441  0.13
H -3.247 -1.073 6.884  0.09
H -3.196 0.460 5.973  0.09
H -1.882 0.047 7.090  0.08
C 4.665 0.336 -7.888  -0.11
O 3.490 1.064 -8.203  -0.20
C 2.586 0.340 -9.025  -0.20
C 1.457 -0.268 -8.220  -0.20
O 1.921 -1.265 -7.322  -0.19
C 2.062 -0.791 -5.993  -0.11
H 5.158 0.842 -7.058  0.09
H 4.440 -0.690 -7.590  0.08
H 5.345 0.324 -8.746  0.09
H 3.113 -0.433 -9.592  0.13
H 2.162 1.052 -9.740  0.12
H 0.758 -0.756 -8.906  0.13
H 0.909 0.512 -7.681  0.12
H 1.077 -0.706 -5.521  0.09
H 2.564 0.179 -5.957  0.08
H 2.659 -1.514 -5.440  0.09
C 2.993 -1.916 8.881  -0.11
O 1.855 -1.128 8.580  -0.19
C 0.931 -1.782 7.720  -0.20
C -0.233 -2.372 8.488  -0.21
O 0.179 -3.421 9.353  -0.19
C 0.312 -3.012 10.703  -0.11
H 3.496 -1.463 9.735  0.09
H 2.720 -2.942 9.138  0.08
H 3.683 -1.926 8.030  0.09
H 1.433 -2.556 7.131  0.13
H 0.547 -1.029 7.026  0.12
H -0.938 -2.804 7.771  0.12
H -0.760 -1.593 9.048  0.12
H -0.676 -2.914 11.167  0.09
H 0.847 -2.064 10.790  0.08
H 0.874 -3.781 11.230  0.09

## Properties
Kohn-Sham gap = 9.6 eV
molar mass = 517.6 g mol⁻¹
spin multiplicity = 1


The following is a quantum chemistry calculation of a cluster of 8 separate species, C20H46N2O6S6 in total at a distorted geometry, from the Open Molecules 2025 dataset.

Last column: Löwdin charge in e.
Atoms and positions in Å:
N -0.946 2.611 5.756  0.02
C 0.134 1.770 5.707  -0.15
C 1.005 2.161 4.701  -0.13
C 0.486 3.325 4.135  -0.12
C -0.691 3.574 4.785  -0.14
H -1.722 2.555 6.401  0.15
H 0.195 0.906 6.352  0.10
H 1.932 1.712 4.378  0.09
H 0.997 3.941 3.409  0.10
H -1.442 4.338 4.649  0.10
N -0.161 -1.531 -0.087  0.03
C 0.303 -0.430 -0.700  -0.16
C 0.858 0.428 0.239  -0.11
C 0.650 -0.194 1.490  -0.10
C 0.002 -1.375 1.258  -0.15
H -0.655 -2.310 -0.500  0.06
H 0.175 -0.344 -1.768  0.09
H 1.223 1.429 0.061  0.06
H 0.963 0.244 2.427  0.08
H -0.338 -2.171 1.904  0.10
C -3.726 -2.844 3.045  -0.26
S -4.615 -1.299 3.397  0.84
O -5.042 -1.510 4.856  -0.59
C -3.230 -0.159 3.517  -0.27
H -3.067 -2.734 2.184  0.03
H -4.447 -3.630 2.822  0.05
H -3.149 -3.228 3.886  0.06
H -2.491 -0.547 4.218  0.06
H -3.543 0.871 3.687  0.06
H -2.807 -0.318 2.525  0.02
C 3.293 1.894 -3.888  -0.23
S 2.896 2.111 -2.090  0.79
O 4.017 1.488 -1.319  -0.55
C 3.188 3.890 -1.935  -0.27
H 4.341 2.139 -4.058  0.06
H 2.652 2.623 -4.384  0.02
H 3.022 0.882 -4.191  0.03
H 3.046 4.207 -0.902  0.05
H 2.533 4.470 -2.584  0.04
H 4.152 4.223 -2.321  0.06
C -1.032 3.667 -1.780  -0.26
S -1.785 3.676 -0.121  0.83
O -2.722 4.888 -0.108  -0.58
C -2.789 2.132 -0.189  -0.24
H -0.763 2.638 -2.019  0.02
H -0.165 4.327 -1.746  0.04
H -1.751 4.029 -2.515  0.06
H -3.227 1.990 0.799  0.04
H -2.104 1.320 -0.431  0.03
H -3.558 2.155 -0.962  0.06
C -1.341 -0.346 -5.765  -0.23
S -0.264 0.804 -4.761  0.83
O 0.838 -0.149 -4.415  -0.59
C 0.330 1.835 -6.223  -0.23
H -2.139 0.231 -6.231  0.05
H -1.657 -1.034 -4.981  0.02
H -0.757 -0.846 -6.537  0.06
H -0.366 2.636 -6.473  0.05
H 0.464 1.283 -7.153  0.05
H 1.280 2.322 -6.003  0.02
C -1.731 -5.384 -3.443  -0.22
S -1.371 -3.650 -2.735  0.86
O -1.375 -3.825 -1.218  -0.61
C 0.500 -3.613 -2.946  -0.21
H -2.773 -5.624 -3.232  0.04
H -1.140 -6.067 -2.833  0.05
H -1.423 -5.398 -4.488  0.05
H 0.718 -3.931 -3.966  0.05
H 0.876 -4.316 -2.203  0.06
H 0.839 -2.596 -2.747  0.03
C 3.781 -2.826 2.433  -0.24
S 3.568 -3.256 4.257  0.85
O 4.545 -2.299 4.981  -0.60
C 1.967 -2.454 4.584  -0.27
H 3.201 -3.482 1.785  0.04
H 4.799 -3.084 2.141  0.04
H 3.648 -1.772 2.189  0.05
H 1.907 -1.409 4.279  0.05
H 1.717 -2.621 5.631  0.05
H 1.264 -3.120 4.083  0.03

## Properties
Kohn-Sham gap = 8.0 eV
molar mass = 603.0 g mol⁻¹
spin multiplicity = 1
energy above the lowest of the compared OMol25 structures with the same formula, charge and spin = 30.3 kcal/mol


The following is a quantum chemistry calculation of a cluster of 4 separate species, C20H46NO7 in total at a distorted geometry, from the Open Molecules 2025 dataset.

Last column: Löwdin charge in e.
Atoms and positions in Å:
C -5.215 2.725 0.815  -0.09
C -4.000 2.189 -0.018  -0.30
O -3.377 3.162 -0.818  -0.16
C -2.569 4.055 -0.024  -0.19
C -1.417 4.713 -0.810  -0.10
C -1.752 6.080 -1.508  -0.42
N -2.500 5.785 -2.759  0.05
C -2.623 7.064 -0.684  -0.12
C -1.961 7.628 0.595  -0.26
O -1.555 6.644 1.550  -0.10
C -0.376 6.717 -1.961  -0.69
O -0.081 6.730 -3.157  -0.05
O 0.421 7.178 -1.082  -0.10
H -5.888 3.367 0.217  0.07
H -5.800 1.825 1.117  0.07
H -4.898 3.217 1.755  0.07
H -3.317 1.694 0.709  0.10
H -4.376 1.388 -0.689  0.11
H -3.232 4.760 0.511  0.11
H -2.093 3.423 0.769  0.11
H -0.568 4.903 -0.119  0.11
H -1.012 4.038 -1.597  0.13
H -3.491 5.712 -2.537  0.06
H -2.153 4.936 -3.189  0.07
H -3.633 6.640 -0.473  0.11
H -2.817 7.943 -1.345  0.13
H -1.112 8.303 0.391  0.11
H -2.736 8.253 1.105  0.11
H -0.648 6.411 1.288  0.07
C 0.090 -1.226 1.386  -0.07
C 0.158 0.241 0.999  -0.27
O -0.848 1.039 1.598  -0.18
C -0.861 1.082 3.013  -0.28
C 0.423 1.622 3.619  -0.08
H -0.886 -1.644 1.127  0.08
H 0.865 -1.791 0.864  0.06
H 0.234 -1.374 2.458  0.06
H 0.015 0.329 -0.079  0.11
H 1.148 0.657 1.215  0.11
H -1.101 0.093 3.420  0.10
H -1.688 1.740 3.290  0.12
H 1.284 0.997 3.377  0.06
H 0.338 1.670 4.706  0.07
H 0.629 2.625 3.240  0.08
C 4.863 -2.790 -1.555  -0.08
C 3.491 -3.437 -1.463  -0.29
O 2.439 -2.512 -1.249  -0.17
C 2.262 -1.517 -2.246  -0.27
C 1.962 -2.080 -3.625  -0.08
H 5.077 -2.221 -0.648  0.08
H 5.633 -3.553 -1.682  0.08
H 4.934 -2.101 -2.398  0.07
H 3.480 -4.118 -0.609  0.11
H 3.283 -4.047 -2.349  0.10
H 3.131 -0.851 -2.275  0.11
H 1.417 -0.907 -1.921  0.11
H 2.781 -2.695 -4.003  0.06
H 1.796 -1.269 -4.336  0.08
H 1.068 -2.706 -3.594  0.08
C 1.662 -7.402 -1.036  -0.07
C 2.792 -7.794 -0.099  -0.28
O 2.800 -7.071 1.120  -0.16
C 1.645 -7.196 1.933  -0.28
C 1.357 -8.622 2.369  -0.08
H 1.709 -6.334 -1.263  0.07
H 1.730 -7.964 -1.969  0.08
H 0.682 -7.600 -0.599  0.07
H 3.745 -7.582 -0.586  0.12
H 2.779 -8.872 0.099  0.10
H 0.778 -6.758 1.427  0.11
H 1.829 -6.584 2.817  0.12
H 1.159 -9.279 1.521  0.06
H 0.483 -8.648 3.023  0.08
H 2.211 -9.035 2.911  0.08

## Properties
charge = -1
Kohn-Sham gap = 5.8 eV
molar mass = 412.6 g mol⁻¹
spin multiplicity = 1


The following is a quantum chemistry calculation of a structure of composition C20H46OP4SSm at a distorted geometry, from the Open Molecules 2025 dataset.

Last column: Löwdin spin population.
Atoms and positions in Å:
Sm 0.009 -0.239 0.085  5.10
P -0.956 2.174 1.164  -0.02
P -1.942 -1.752 1.515  -0.01
P -2.198 0.457 -1.598  -0.02
H 4.138 0.065 -0.306  0.00
C 4.419 0.939 -0.920  0.00
C 3.657 2.005 -0.553  0.00
H 3.120 2.155 0.433  0.00
C -0.042 2.978 2.505  0.00
C -2.648 2.208 1.821  0.00
C -0.841 3.567 -0.028  0.00
C -1.672 -3.526 1.116  0.00
C -1.843 -1.885 3.331  0.00
C -3.698 -1.410 1.249  0.00
C -1.405 1.591 -2.812  0.00
C -3.781 1.286 -1.403  0.00
C -2.662 -0.978 -2.651  0.00
H 5.108 0.744 -1.754  0.00
H 3.223 2.684 -1.264  0.00
H 1.033 2.994 2.303  0.00
H -0.213 2.463 3.452  0.00
H -0.422 4.006 2.548  0.00
H -2.705 1.503 2.662  0.00
H -3.382 1.883 1.073  0.00
H -2.799 3.248 2.149  0.00
H 0.205 3.649 -0.375  0.00
H -1.135 4.442 0.576  0.00
H -1.480 3.421 -0.912  0.00
H -2.490 -4.123 1.551  0.00
H -0.714 -3.862 1.545  0.00
H -1.621 -3.660 0.029  0.00
H -2.605 -2.598 3.683  0.00
H -2.016 -0.902 3.780  0.00
H -0.845 -2.245 3.612  0.00
H -4.267 -2.108 1.875  0.00
H -3.959 -1.520 0.191  0.00
H -3.908 -0.379 1.550  0.00
H -1.709 1.241 -3.805  0.00
H -0.306 1.562 -2.801  0.00
H -1.770 2.615 -2.657  0.00
H -4.318 1.240 -2.347  0.00
H -3.676 2.338 -1.151  0.00
H -4.426 0.827 -0.659  0.00
H -2.938 -0.590 -3.642  0.00
H -3.530 -1.496 -2.207  0.00
H -1.846 -1.702 -2.781  0.00
C 1.904 -1.819 -4.211  0.00
C 1.695 -3.074 -4.836  0.00
C 2.053 -3.263 -6.186  0.00
C 2.670 -2.185 -6.864  0.00
C 3.264 -1.116 -6.130  0.00
C 2.930 -0.995 -4.745  0.00
S 0.843 -1.133 -2.859  0.00
H 1.589 -0.880 -1.558  0.00
H 1.256 -3.856 -4.231  0.00
H 1.874 -4.206 -6.737  0.00
H 2.813 -2.210 -7.966  0.00
H 3.934 -0.378 -6.627  0.00
H 3.417 -0.238 -4.058  0.00
C 2.921 1.314 3.750  0.00
P 1.729 -0.035 3.610  0.00
C 2.617 -1.563 4.043  0.00
C 0.586 0.244 4.973  0.00
O 1.045 -0.087 2.213  -0.01
H 3.661 1.222 2.927  0.00
H 3.380 1.285 4.765  0.00
H 2.355 2.254 3.598  0.00
H 2.947 -1.486 5.102  0.00
H 1.906 -2.395 3.900  0.00
H 3.461 -1.678 3.333  0.00
H 0.175 1.255 4.783  0.00
H -0.237 -0.494 4.861  0.00
H 1.067 0.204 5.980  0.00

## Properties
charge = +3
Kohn-Sham gap (spin up / spin down) = 5.6 / 7.0 eV
molar mass = 608.9 g mol⁻¹
expectation value of S² = 8.773
spin multiplicity = 6


The following is a quantum chemistry calculation of a cluster of 3 separate species, C20H47ClN6O8P2 in total at a distorted geometry, from the Open Molecules 2025 dataset.

Last column: Löwdin charge in e.
Atoms and positions in Å:
C -0.415 -5.022 -5.145  0.01
C -1.015 -3.775 -5.974  -0.35
O -0.484 -3.567 -7.100  0.07
O -2.133 -2.969 -5.485  0.05
C -1.527 -1.914 -4.749  -0.28
O -0.268 -1.806 -4.769  0.07
C -2.363 -0.863 -3.830  -0.03
O -1.374 -0.196 -3.016  -0.03
C -1.922 0.305 -1.815  -0.41
O -2.813 -0.229 -1.122  0.09
O -1.349 1.533 -1.315  -0.03
C -0.283 1.161 -0.364  -0.17
C 0.987 0.493 -1.082  -0.64
C 2.412 0.966 -0.516  -0.13
Cl 0.962 -1.354 -1.077  0.56
H -1.302 -5.644 -4.756  0.09
H 0.298 -4.713 -4.311  0.09
H 0.179 -5.692 -5.876  0.10
H -3.117 -1.496 -3.254  0.15
H -2.858 -0.130 -4.576  0.17
H -0.694 0.463 0.452  0.14
H 0.058 2.125 0.147  0.14
H 0.922 0.798 -2.197  0.12
H 2.699 0.249 0.343  0.08
H 2.335 2.058 -0.192  0.08
H 3.204 0.796 -1.331  0.09
O 3.185 4.929 1.067  -0.27
P 4.047 5.972 1.807  0.78
N 5.382 5.820 0.764  -0.34
C 6.501 4.908 0.817  -0.13
C 5.229 6.371 -0.578  -0.12
N 4.113 5.095 3.286  -0.34
C 4.897 3.880 3.448  -0.14
C 2.772 4.853 3.833  -0.15
N 4.997 7.226 2.655  -0.35
C 4.617 8.585 2.275  -0.16
C 6.381 7.168 3.057  -0.12
H 7.402 5.397 0.430  0.09
H 6.320 4.003 0.223  0.09
H 6.766 4.594 1.822  0.05
H 5.783 7.313 -0.663  0.08
H 4.182 6.581 -0.810  0.07
H 5.592 5.688 -1.352  0.08
H 4.798 3.207 2.589  0.08
H 4.606 3.325 4.342  0.08
H 5.948 4.111 3.608  0.05
H 2.282 4.008 3.339  0.07
H 2.134 5.731 3.706  0.07
H 2.821 4.649 4.908  0.08
H 5.091 8.888 1.332  0.07
H 4.887 9.308 3.052  0.08
H 3.532 8.653 2.146  0.07
H 7.066 7.396 2.232  0.08
H 6.653 6.202 3.482  0.07
H 6.569 7.898 3.852  0.09
O -3.604 -4.783 -1.620  -0.27
P -3.889 -5.162 -0.154  0.78
N -5.494 -5.654 -0.429  -0.35
C -6.716 -4.882 -0.418  -0.14
C -5.679 -6.902 -1.161  -0.13
N -3.656 -3.573 0.462  -0.32
C -4.610 -2.495 0.245  -0.13
C -2.310 -3.068 0.158  -0.16
N -4.135 -5.645 1.549  -0.35
C -3.580 -6.962 1.856  -0.16
C -5.258 -5.345 2.402  -0.12
H -7.545 -5.498 -0.050  0.09
H -6.978 -4.517 -1.419  0.09
H -6.689 -4.025 0.248  0.05
H -5.979 -7.701 -0.473  0.07
H -4.757 -7.219 -1.655  0.07
H -6.442 -6.817 -1.942  0.08
H -4.981 -2.473 -0.786  0.09
H -4.174 -1.519 0.463  0.07
H -5.450 -2.573 0.932  0.05
H -2.243 -2.694 -0.868  0.06
H -1.562 -3.856 0.278  0.07
H -2.032 -2.259 0.842  0.08
H -4.259 -7.767 1.547  0.07
H -3.370 -7.069 2.925  0.08
H -2.628 -7.102 1.333  0.07
H -6.106 -6.018 2.228  0.08
H -5.600 -4.316 2.297  0.07
H -4.966 -5.447 3.453  0.09

## Properties
Kohn-Sham gap = 5.8 eV
molar mass = 597.0 g mol⁻¹
spin multiplicity = 1


The highest molar mass belongs to which entry? C20H46DyO4P4